(1)
113
Properties=species:S:1:pos:R:3:mulliken_charge:R:1 method="wB97M-V/def2-TZVPD" lumo_energy_ev=0.19 gap_ev=6.4563 homo_energy_ev=-6.26
Pb 12.38 15.81 14.97 2.15
Br 18.42 15.90 18.85 -0.20
C 16.61 15.69 18.40 0.44
C 15.61 15.46 19.39 -0.07
Br 16.03 15.63 21.22 -0.18
C 14.32 15.16 18.96 0.05
Br 13.01 14.58 20.24 -0.19
C 13.94 15.33 17.61 0.18
O 12.69 15.21 17.17 -0.76
C 15.00 15.75 16.61 0.29
O 14.62 16.20 15.45 -0.60
C 16.33 15.75 17.03 -0.46
Br 17.59 15.86 15.68 -0.15
C 10.82 11.94 13.28 -2.39
N 10.83 12.53 11.96 1.32
C 10.99 13.99 11.76 -1.53
P 12.72 14.67 12.07 0.15
C 13.73 13.31 11.53 0.37
C 14.63 12.71 12.47 -0.81
C 15.56 11.79 12.04 -0.62
C 15.54 11.31 10.72 -0.47
C 14.64 11.85 9.77 -0.96
C 13.79 12.88 10.21 -0.02
C 12.88 15.92 10.76 0.84
C 13.90 15.87 9.81 -0.62
C 13.71 16.56 8.58 -0.68
C 12.63 17.42 8.36 -0.59
C 11.67 17.56 9.37 -0.48
C 11.81 16.83 10.53 -0.44
C 10.32 11.78 10.90 1.33
C 9.72 10.52 11.19 -0.83
C 9.12 9.76 10.21 -0.70
C 9.17 10.19 8.90 -0.38
C 9.74 11.43 8.56 -0.99
C 10.24 12.25 9.56 -0.32
P 11.17 13.02 14.80 1.20
C 11.60 11.67 15.94 0.18
C 10.67 10.68 16.36 -0.43
C 10.93 9.93 17.56 -0.68
C 12.20 10.04 18.17 -0.60
C 13.16 10.89 17.62 -0.48
C 12.89 11.71 16.54 -0.33
C 9.40 13.35 15.29 0.54
C 8.37 13.49 14.34 -0.17
C 7.03 13.44 14.69 -0.65
C 6.69 13.39 16.02 -0.55
C 7.71 13.48 17.00 -0.64
C 9.06 13.42 16.66 -0.81
H 11.54 11.12 13.36 0.79
H 9.79 11.55 13.48 0.65
H 10.33 14.55 12.43 0.09
H 10.61 14.20 10.78 0.93
H 14.63 12.97 13.50 0.44
H 16.39 11.49 12.65 0.45
H 16.17 10.44 10.46 0.33
H 14.50 11.40 8.79 0.39
H 13.14 13.42 9.53 0.42
H 14.84 15.33 9.91 0.71
H 14.41 16.38 7.73 0.34
H 12.46 17.97 7.42 0.36
H 10.71 18.12 9.28 0.38
H 11.06 16.95 11.33 0.25
H 9.67 10.16 12.20 0.43
H 8.50 8.85 10.49 0.30
H 8.76 9.57 8.04 0.26
H 9.69 11.76 7.53 0.39
H 10.58 13.23 9.21 0.30
H 9.70 10.58 15.92 0.42
H 10.11 9.30 17.93 0.39
H 12.56 9.49 19.02 0.41
H 14.13 10.96 18.09 0.42
H 13.65 12.36 16.15 0.23
H 8.64 13.65 13.28 0.12
H 6.22 13.40 13.92 0.38
H 5.65 13.19 16.33 0.33
H 7.42 13.44 18.05 0.41
H 9.73 13.34 17.48 0.63
Cl 14.21 27.32 17.26 -0.21
C 13.39 25.94 16.67 0.46
C 12.43 26.01 15.64 -0.73
C 11.93 24.84 15.07 -0.01
C 12.29 23.59 15.54 -0.35
C 11.82 22.28 14.94 0.17
C 10.69 21.62 15.71 -0.96
N 10.59 20.12 15.42 0.25
C 9.52 19.50 14.75 -0.42
C 9.90 18.19 14.66 -1.01
N 11.21 18.04 15.16 0.04
C 11.54 19.21 15.67 -0.57
O 11.51 22.57 13.57 -0.36
C 11.94 21.62 12.62 -0.19
C 13.43 21.84 12.35 0.19
C 14.34 20.79 12.19 0.42
Cl 14.01 19.14 12.17 0.05
S 15.97 21.48 12.02 -0.14
C 15.36 23.04 12.19 -0.36
C 14.03 23.11 12.38 -0.81
C 13.17 23.55 16.62 0.55
Cl 13.81 22.06 17.34 -0.19
C 13.72 24.72 17.21 -0.87
H 12.23 26.99 15.13 0.33
H 11.20 24.85 14.23 0.39
H 12.65 21.59 14.98 0.45
H 9.70 22.07 15.50 0.25
H 10.85 21.81 16.78 0.45
H 8.55 19.99 14.51 0.38
H 9.40 17.33 14.24 0.66
H 12.40 19.47 16.22 0.59
H 11.38 21.85 11.68 0.23
H 11.69 20.58 12.85 0.05
H 16.05 23.89 12.04 0.37
H 13.51 24.04 12.69 0.36
H 14.44 24.63 18.05 0.40

=====

(2)
103
Properties=species:S:1:pos:R:3:mulliken_spin:R:1 method="wB97M-V/def2-TZVPD" lumo_energy_ev="-3.29 / -2.87" multiplicity=4 gap_ev="6.9559 / 7.5099" homo_energy_ev="-10.25 / -10.38" charge=+1
Co 0.44 -0.07 -0.83 2.00
C 0.80 5.19 -2.73 0.00
C 1.06 3.93 -3.25 0.00
C 1.39 2.89 -2.40 0.03
C 1.48 3.10 -1.02 -0.04
C 1.22 4.36 -0.51 0.00
C 0.88 5.40 -1.36 0.00
P 1.91 1.66 -0.01 0.08
C 3.72 1.59 -0.02 -0.01
C 4.34 0.73 0.89 0.00
C 5.72 0.69 0.97 0.00
C 6.49 1.48 0.13 0.00
C 5.88 2.32 -0.79 0.00
C 4.49 2.38 -0.87 0.00
C 1.52 1.96 1.73 0.01
C 2.13 2.99 2.45 -0.01
C 1.83 3.16 3.79 0.00
C 0.96 2.28 4.43 0.00
C 0.39 1.24 3.72 0.00
C 0.66 1.06 2.36 -0.08
Si -0.10 -0.36 1.40 -0.11
C 0.55 -2.02 2.01 -0.12
C 0.39 -2.48 3.32 -0.01
C 0.75 -3.78 3.66 0.00
C 1.26 -4.64 2.69 0.00
C 1.44 -4.20 1.40 -0.01
C 1.11 -2.88 1.07 0.09
P 1.41 -2.18 -0.57 0.03
C 3.20 -2.10 -0.80 -0.01
C 4.12 -2.69 0.07 0.00
C 5.48 -2.61 -0.20 0.00
C 5.93 -1.93 -1.32 0.00
C 5.02 -1.32 -2.18 0.01
C 3.67 -1.40 -1.92 0.01
C 0.85 -3.44 -1.74 -0.01
C 1.73 -4.23 -2.48 0.00
C 1.24 -5.22 -3.32 0.00
C -0.13 -5.43 -3.42 0.00
C -1.01 -4.64 -2.68 0.00
C -0.52 -3.65 -1.85 0.01
C -1.97 -0.39 1.46 -0.02
C -2.66 -1.50 1.97 -0.02
C -4.05 -1.53 1.94 0.00
C -4.76 -0.47 1.41 -0.01
C -4.09 0.63 0.90 0.00
C -2.70 0.68 0.93 -0.02
P -1.71 2.09 0.29 0.03
C -1.89 3.31 1.65 0.00
C -2.22 2.94 2.95 0.00
C -2.28 3.89 3.96 0.00
C -2.01 5.22 3.68 0.00
C -1.68 5.60 2.39 0.00
C -1.62 4.65 1.38 0.00
C -2.70 2.85 -1.03 -0.01
C -3.80 3.68 -0.79 0.00
C -4.50 4.23 -1.85 0.00
C -4.12 3.97 -3.16 0.00
C -3.03 3.16 -3.41 0.01
C -2.32 2.60 -2.35 0.00
H 0.53 6.01 -3.39 0.00
H 1.00 3.76 -4.32 0.00
H 1.57 1.90 -2.82 0.00
H 1.26 4.54 0.56 0.00
H 0.67 6.39 -0.95 0.00
H 3.74 0.12 1.56 0.00
H 6.20 0.03 1.69 0.00
H 7.57 1.45 0.19 0.00
H 6.47 2.94 -1.44 0.00
H 4.02 3.05 -1.57 0.00
H 2.84 3.66 1.96 0.00
H 2.29 3.97 4.35 0.00
H 0.73 2.41 5.48 0.00
H -0.29 0.57 4.23 0.00
H -0.03 -1.84 4.08 0.00
H 0.62 -4.12 4.68 0.00
H 1.51 -5.66 2.96 0.00
H 1.83 -4.86 0.64 0.00
H 3.78 -3.22 0.95 0.00
H 6.18 -3.08 0.47 0.00
H 6.99 -1.86 -1.52 0.00
H 5.37 -0.78 -3.05 0.00
H 2.96 -0.94 -2.60 -0.01
H 2.80 -4.08 -2.40 0.00
H 1.92 -5.83 -3.89 0.00
H -0.51 -6.20 -4.07 0.00
H -2.08 -4.80 -2.77 0.00
H -1.22 -3.04 -1.29 0.00
H -2.12 -2.34 2.37 0.00
H -4.57 -2.40 2.33 0.00
H -5.84 -0.51 1.37 0.00
H -4.65 1.45 0.46 0.00
H -2.45 1.91 3.18 0.00
H -2.55 3.59 4.96 0.00
H -2.06 5.96 4.47 0.00
H -1.49 6.64 2.16 0.00
H -1.40 4.96 0.37 0.00
H -4.09 3.91 0.23 0.00
H -5.35 4.88 -1.65 0.00
H -4.67 4.40 -3.98 0.00
H -2.72 2.95 -4.43 0.00
H -1.46 1.98 -2.55 0.01
O -1.37 -0.50 -1.49 0.55
O -0.58 -0.35 -2.52 0.59

=====

(3)
109
Properties=species:S:1:pos:R:3:mulliken_charge:R:1 method="wB97M-V/def2-TZVPD" lumo_energy_ev="1.21 / 1.22" gap_ev="5.0145 / 5.0169" homo_energy_ev="-3.80 / -3.80" charge=-1
Bi 1.17 0.92 -0.12 1.57
C -3.21 5.09 4.19 -1.72
C -2.15 4.52 3.28 0.58
C -1.12 5.30 2.79 -0.89
C -0.16 4.83 1.89 0.66
C 0.96 5.77 1.60 -0.13
O 1.26 6.61 2.44 -0.65
C 1.70 5.75 0.30 0.66
C 1.05 5.61 -0.92 -0.08
C 1.76 5.70 -2.10 -0.68
C 3.14 5.89 -2.07 -0.44
C 3.79 6.02 -0.85 -0.59
C 3.07 5.97 0.33 -0.47
C -0.23 3.48 1.44 0.69
O 0.60 3.01 0.54 -0.80
C -1.22 2.66 2.04 -1.05
C -2.16 3.18 2.91 0.22
C -1.17 1.22 1.68 -0.11
N -0.20 0.46 2.07 0.35
C 0.65 0.89 3.16 -0.35
C 0.01 0.55 4.51 -1.10
Te -0.54 -1.55 4.58 0.18
C -2.60 -1.32 4.11 -0.30
C -3.19 -2.17 3.18 -0.14
C -4.52 -2.01 2.83 -0.23
C -5.27 -0.99 3.39 -0.68
C -4.70 -0.16 4.34 -0.46
C -3.37 -0.33 4.71 -0.35
C -2.12 0.68 0.73 -0.29
C -3.23 1.37 0.41 -0.23
C -4.29 0.82 -0.39 -1.49
C -4.19 -0.41 -0.89 -0.80
C -2.98 -1.28 -0.76 0.85
C -1.80 -0.68 0.13 1.32
H -2.97 6.11 4.46 0.36
H -3.31 4.50 5.10 0.35
H -4.18 5.09 3.68 0.33
H -1.02 6.34 3.10 0.40
H -0.03 5.46 -0.94 0.30
H 1.26 5.58 -3.05 0.47
H 3.69 5.91 -3.00 0.41
H 4.86 6.18 -0.82 0.39
H 3.55 6.10 1.29 0.42
H -2.91 2.52 3.32 0.57
H 0.88 1.96 3.11 0.27
H 1.59 0.34 3.08 0.22
H -0.88 1.15 4.68 0.08
H 0.72 0.73 5.32 0.63
H -2.60 -2.97 2.74 0.34
H -4.97 -2.67 2.09 0.36
H -6.30 -0.84 3.08 0.39
H -5.28 0.62 4.81 0.41
H -2.94 0.31 5.47 0.51
H -3.37 2.37 0.82 0.60
H -5.18 1.41 -0.55 0.44
H -5.00 -0.83 -1.49 0.50
H -3.32 -2.20 -0.26 0.13
H -1.67 -1.36 0.98 0.10
C 6.00 -1.74 -3.37 -1.20
C 5.67 -1.10 -2.05 0.28
C 6.62 -0.94 -1.05 -0.49
C 6.27 -0.34 0.15 -0.60
C 4.96 0.08 0.29 0.05
Br 4.46 0.96 1.91 -0.15
N 4.03 -0.07 -0.63 0.22
C 4.39 -0.64 -1.78 -0.39
H 6.98 -2.20 -3.35 0.37
H 6.00 -0.99 -4.16 0.32
H 5.26 -2.49 -3.63 0.20
H 7.64 -1.28 -1.21 0.38
H 6.99 -0.19 0.95 0.41
H 3.62 -0.72 -2.53 0.49
C -0.45 -0.67 -0.61 -0.66
Ge 0.54 -2.27 -0.60 0.44
C 1.33 -2.79 -2.34 0.64
C 1.52 -4.13 -2.67 -0.67
C 2.10 -4.48 -3.88 -0.79
C 2.51 -3.50 -4.77 -0.64
C 2.28 -2.16 -4.47 -0.71
C 1.69 -1.82 -3.27 0.23
C -2.63 -1.66 -2.19 -0.36
C -2.16 -0.69 -3.08 0.33
C -1.87 -1.01 -4.39 -0.94
C -2.07 -2.31 -4.85 -0.42
C -2.56 -3.27 -3.99 -0.87
C -2.85 -2.95 -2.67 -0.08
C -0.06 -4.00 0.20 -0.38
C 0.95 -4.87 0.61 -0.32
C 0.66 -6.08 1.22 -0.58
C -0.66 -6.43 1.47 -0.67
C -1.68 -5.56 1.09 -0.63
C -1.38 -4.36 0.47 -0.26
H 1.19 -4.91 -1.99 0.34
H 2.24 -5.53 -4.12 0.43
H 3.00 -3.77 -5.70 0.43
H 2.56 -1.38 -5.18 0.54
H 1.49 -0.78 -3.06 -0.25
H -2.03 0.33 -2.74 0.32
H -1.48 -0.25 -5.05 0.47
H -1.83 -2.57 -5.88 0.42
H -2.73 -4.29 -4.34 0.41
H -3.25 -3.71 -2.01 0.34
H 1.99 -4.60 0.43 0.41
H 1.46 -6.75 1.51 0.41
H -0.90 -7.37 1.95 0.36
H -2.71 -5.82 1.29 0.41
H -2.18 -3.70 0.17 0.75
I 1.33 1.89 -2.63 -0.47
I 2.37 2.71 -5.90 -0.86

=====

(4)
114
Properties=species:S:1:pos:R:3:mulliken_spin:R:1 method="wB97M-V/def2-TZVPD" lumo_energy_ev="-6.00 / -6.96" multiplicity=2 gap_ev="6.0372 / 5.0800" homo_energy_ev="-12.04 / -12.04" charge=+2
Re -0.14 0.19 -0.26 0.00
N 3.52 2.54 0.37 0.00
C 2.37 1.86 0.51 0.00
S 1.04 2.19 -0.57 0.00
N 2.23 1.02 1.49 0.00
N 0.98 0.43 1.46 0.00
C 0.62 -0.16 2.55 0.01
C -0.63 -0.84 2.49 0.00
C -1.22 -1.49 3.58 0.00
C -2.44 -2.10 3.42 0.00
C -3.04 -2.05 2.16 0.00
C -2.41 -1.40 1.12 0.00
N -1.22 -0.79 1.28 0.00
H 3.62 3.21 -0.37 0.00
H 4.22 2.49 1.09 0.00
H 1.26 -0.12 3.43 0.00
H -0.70 -1.50 4.53 0.00
H -2.92 -2.61 4.24 0.00
H -4.00 -2.53 1.98 0.00
H -2.85 -1.37 0.13 0.01
C 6.99 -5.50 -6.16 0.00
O 5.76 -4.79 -5.96 0.01
C 4.86 -5.27 -5.11 0.02
C 5.04 -6.44 -4.36 -0.01
C 4.02 -6.86 -3.53 0.03
C 2.85 -6.11 -3.41 0.06
C 2.66 -4.94 -4.18 0.01
C 3.66 -4.54 -5.02 0.00
N 1.89 -6.65 -2.55 0.06
N 0.84 -6.11 -2.26 0.30
C 0.38 -4.86 -2.07 0.12
C -0.93 -4.56 -2.49 0.09
C -1.48 -3.32 -2.32 0.01
C -0.77 -2.33 -1.63 0.11
O -1.23 -1.15 -1.43 0.11
C 0.54 -2.64 -1.11 0.04
N 1.14 -1.63 -0.43 0.02
C 2.34 -1.85 0.09 -0.02
C 2.99 -3.08 -0.03 0.02
C 2.40 -4.10 -0.73 0.00
C 1.14 -3.88 -1.31 0.01
H 7.54 -4.92 -6.90 0.00
H 6.79 -6.50 -6.55 0.00
H 7.55 -5.56 -5.23 0.00
H 5.94 -7.03 -4.44 0.00
H 4.11 -7.77 -2.96 0.00
H 1.74 -4.38 -4.14 0.00
H 3.55 -3.66 -5.64 0.00
H -1.48 -5.35 -2.99 -0.01
H -2.48 -3.09 -2.68 0.00
H 2.81 -1.02 0.62 -0.01
H 3.96 -3.21 0.43 0.00
H 2.89 -5.06 -0.81 0.01
C -3.71 1.28 -0.09 0.00
P -1.95 1.81 -0.02 0.00
C -1.97 3.29 -1.07 -0.01
C -2.66 4.43 -0.66 0.00
C -2.71 5.55 -1.48 0.00
C -2.09 5.53 -2.72 0.00
C -1.42 4.39 -3.14 0.00
C -1.37 3.28 -2.32 0.00
C -1.80 2.46 1.68 0.00
C -2.42 1.85 2.76 0.00
C -2.19 2.29 4.06 0.00
C -1.33 3.35 4.29 0.00
C -0.70 3.97 3.22 0.00
C -0.93 3.53 1.92 0.00
P -4.26 0.13 -1.44 0.00
C -3.90 1.09 -2.95 0.00
C -4.49 2.32 -3.23 0.00
C -4.22 2.97 -4.42 0.00
C -3.35 2.40 -5.35 0.00
C -2.76 1.18 -5.08 0.00
C -3.03 0.53 -3.88 0.00
C -6.07 0.36 -1.30 0.00
C -6.84 -0.01 -2.41 0.00
C -8.23 0.05 -2.36 0.00
C -8.86 0.47 -1.20 0.00
C -8.11 0.83 -0.09 0.00
C -6.72 0.77 -0.14 0.00
H -4.29 2.21 -0.09 0.00
H -3.94 0.77 0.85 0.00
H -3.14 4.46 0.31 0.00
H -3.24 6.44 -1.15 0.00
H -2.13 6.41 -3.35 0.00
H -0.96 4.37 -4.12 0.00
H -0.87 2.38 -2.67 0.00
H -3.10 1.02 2.62 0.00
H -2.70 1.81 4.88 0.00
H -1.15 3.70 5.30 0.00
H -0.04 4.81 3.39 0.00
H -0.45 4.03 1.10 0.00
H -5.19 2.76 -2.53 0.00
H -4.69 3.93 -4.64 0.00
H -3.16 2.91 -6.28 0.00
H -2.09 0.73 -5.81 0.00
H -2.59 -0.44 -3.68 0.00
H -6.36 -0.34 -3.32 0.00
H -8.81 -0.23 -3.23 0.00
H -9.94 0.53 -1.16 0.00
H -8.60 1.16 0.82 0.00
H -6.16 1.06 0.74 0.00
Br 3.99 -1.29 -3.00 0.00
C 3.81 0.57 -3.25 0.00
C 4.96 1.35 -3.25 0.00
C 4.87 2.72 -3.45 0.00
C 3.64 3.31 -3.65 0.00
C 2.49 2.54 -3.65 0.00
C 2.57 1.17 -3.45 0.00
I 0.79 0.10 -3.41 0.00
H 5.92 0.87 -3.10 0.00
H 5.78 3.31 -3.45 0.00
H 3.57 4.38 -3.82 0.00
H 1.52 3.00 -3.81 0.00

=====

Energy above the lowest of the compared OMol25 structures with the same formula, charge and spin per entry: 179.3; 0.0; 24.6; 1.3 kJ/mol